(1)
This record from the OMol25 dataset describes 9 unconnected molecules or ions with the total composition C29H63ClNO10S11. The level of theory is the ωB97M-V functional and the def2-TZVPD basis.

```
115
Properties=species:S:1:pos:R:3:lowdin_charge:R:1
C 3.272 3.928 -1.662 -0.106
C 3.068 2.322 -1.427 -0.224
C 1.710 2.151 -0.530 -0.566
Cl 2.062 2.501 1.283 0.596
C 1.053 0.734 -0.569 -0.087
C 1.977 -0.456 -0.102 -0.096
C 3.499 -0.348 0.328 -0.232
S 4.572 -0.758 -1.172 0.745
O 3.716 -0.600 -2.403 -0.399
O 5.084 -2.182 -1.113 -0.403
C 1.461 -1.961 -0.027 0.063
C 0.017 -2.377 -0.390 0.012
C -0.898 -1.206 -0.887 -0.068
C -2.378 -1.625 -1.273 -0.450
S -3.030 -3.356 -1.118 0.737
C -3.267 -0.468 -1.757 -0.037
N -2.755 0.878 -1.882 0.007
C -1.394 1.311 -1.541 -0.401
S -1.167 3.099 -1.893 0.823
C -0.379 0.295 -0.989 -0.030
H 2.379 4.417 -2.178 0.069
H 4.280 4.131 -2.171 0.089
H 3.365 4.390 -0.603 0.079
H 4.008 1.986 -0.879 0.073
H 2.946 1.879 -2.478 0.120
H 1.130 3.077 -0.796 0.021
H 3.875 0.649 0.711 0.020
H 3.764 -1.155 1.112 0.124
H 5.653 0.154 -1.149 0.097
H 2.138 -2.824 0.336 0.103
H -0.346 -3.465 -0.299 0.094
H -3.884 -3.400 0.002 -0.074
H -4.363 -0.720 -2.016 0.136
H -3.468 1.546 -2.241 0.144
H -0.641 3.172 -3.182 -0.052
C 6.997 2.253 3.671 -0.259
S 6.915 1.603 1.989 0.835
O 5.524 1.840 1.484 -0.591
C 7.033 -0.139 2.450 -0.258
H 6.902 3.339 3.625 0.055
H 6.182 1.843 4.270 0.061
H 7.959 1.993 4.115 0.058
H 6.216 -0.403 3.124 0.061
H 7.994 -0.323 2.933 0.059
H 6.964 -0.743 1.543 0.046
C -0.436 7.281 1.530 -0.253
S 0.779 6.603 0.379 0.785
O 1.628 7.736 -0.097 -0.547
C -0.399 6.220 -0.934 -0.302
H 0.089 7.625 2.422 0.053
H -0.957 8.122 1.069 0.037
H -1.150 6.504 1.808 0.057
H -0.923 7.127 -1.243 0.008
H -1.114 5.477 -0.577 0.009
H 0.152 5.812 -1.785 0.029
C -3.085 10.272 -2.956 -0.274
S -2.191 9.545 -1.568 0.818
O -2.811 8.210 -1.283 -0.573
C -2.798 10.701 -0.321 -0.261
H -2.881 9.678 -3.848 0.032
H -4.157 10.264 -2.755 0.058
H -2.740 11.294 -3.117 0.062
H -3.889 10.667 -0.281 0.059
H -2.463 11.710 -0.566 0.057
H -2.391 10.410 0.648 0.043
C 1.237 -4.108 4.368 -0.259
S 2.230 -4.528 2.920 0.837
O 1.348 -4.388 1.715 -0.580
C 2.369 -6.288 3.285 -0.286
H 0.997 -3.045 4.325 0.047
H 0.313 -4.689 4.367 0.050
H 1.809 -4.313 5.274 0.058
H 1.375 -6.735 3.351 -0.009
H 2.905 -6.424 4.225 0.046
H 2.928 -6.765 2.480 0.045
C -6.456 -7.304 -3.108 -0.264
S -5.810 -5.828 -2.294 0.781
O -4.791 -6.276 -1.294 -0.585
C -7.321 -5.434 -1.387 -0.269
H -5.658 -7.743 -3.708 0.054
H -6.789 -8.027 -2.362 0.060
H -7.286 -7.027 -3.760 0.056
H -7.601 -6.272 -0.746 0.060
H -8.124 -5.217 -2.093 0.055
H -7.135 -4.553 -0.771 0.046
C -1.413 -9.524 2.128 -0.259
S -0.765 -8.057 2.957 0.809
O 0.248 -8.517 3.956 -0.556
C -2.277 -7.664 3.860 -0.258
H -0.614 -9.962 1.528 0.052
H -1.751 -10.251 2.868 0.060
H -2.240 -9.239 1.475 0.055
H -2.563 -8.506 4.494 0.060
H -3.077 -7.438 3.152 0.054
H -2.090 -6.788 4.484 0.047
C 4.339 -9.965 2.479 -0.256
S 4.334 -8.889 3.929 0.809
O 4.987 -7.602 3.535 -0.559
C 5.541 -9.840 4.876 -0.263
H 3.671 -9.536 1.730 0.049
H 5.348 -10.033 2.069 0.060
H 3.978 -10.956 2.759 0.055
H 6.476 -9.916 4.319 0.059
H 5.143 -10.835 5.080 0.055
H 5.723 -9.324 5.820 0.052
C -5.595 8.611 -6.202 -0.271
S -4.884 10.134 -6.862 0.823
O -3.784 10.551 -5.940 -0.562
C -6.312 11.180 -6.508 -0.269
H -4.850 7.818 -6.287 0.049
H -5.862 8.747 -5.153 0.055
H -6.478 8.339 -6.783 0.053
H -6.535 11.159 -5.440 0.056
H -7.173 10.827 -7.079 0.054
H -6.075 12.202 -6.809 0.053
```

Calculated values
* 2S+1: 1
* energy above the lowest of the compared OMol25 structures with the same formula, charge and spin: 180.8 kcal/mol
* charge: +1
* E: -6789.4143 Ha

(2)
This record from the OMol25 dataset describes a molecular structure, C27H47BCrF3NO23S2. The level of theory is the ωB97M-V functional and the def2-TZVPD basis.

```
105
Properties=species:S:1:pos:R:3:mulliken_spin:R:1
Cr -10.158 2.441 13.419 3.901
O -7.755 5.822 6.353 0.000
C -8.795 5.325 6.853 0.003
O -9.548 4.368 6.451 0.006
B -10.623 4.130 7.422 0.009
O -10.446 5.117 8.462 0.007
C -9.308 5.754 8.177 -0.004
O -8.732 6.607 8.936 0.000
O -10.567 2.699 7.918 0.047
C -11.727 2.166 7.654 -0.007
O -12.126 1.044 8.045 0.556
C -12.658 3.230 6.832 -0.020
O -11.943 4.288 6.771 0.090
O -13.803 3.016 6.428 0.283
N -11.927 3.244 12.919 0.002
S -12.638 3.539 11.574 -0.046
O -12.937 4.957 11.226 0.004
O -13.383 2.459 11.001 0.068
F -11.285 3.393 10.722 0.002
S -13.370 3.757 13.795 0.040
O -14.460 2.817 13.616 0.015
O -13.679 5.194 13.798 0.003
F -12.792 3.343 15.242 0.006
C -13.634 6.946 8.801 0.000
C -14.542 5.780 8.524 -0.008
O -14.840 6.058 7.179 0.002
C -14.585 7.279 6.869 0.000
O -14.574 7.690 5.738 0.000
O -14.272 7.908 7.968 0.001
F -15.542 5.970 9.389 0.000
H -12.592 6.957 8.479 0.001
H -13.622 7.271 9.842 0.000
H -14.013 4.842 8.694 0.008
C -11.498 0.162 20.591 0.000
C -12.711 0.044 19.690 0.000
O -13.277 1.362 19.581 0.000
C -14.546 1.460 18.951 0.000
C -14.357 2.301 17.698 0.000
H -10.768 0.929 20.334 0.000
H -11.706 0.467 21.616 0.000
H -10.993 -0.794 20.730 0.000
H -12.508 -0.401 18.715 0.000
H -13.473 -0.613 20.109 0.000
H -15.069 0.506 18.885 0.000
H -15.240 2.088 19.510 0.000
H -15.225 2.413 17.049 0.000
H -13.771 1.608 17.094 0.000
H -13.851 3.233 17.949 0.000
C -18.987 2.324 16.205 0.000
C -18.570 2.029 14.768 0.000
O -18.061 3.243 14.199 0.000
C -17.754 3.281 12.791 0.000
C -17.322 4.669 12.435 0.000
H -18.979 1.366 16.724 0.000
H -18.316 3.056 16.653 0.000
H -19.958 2.819 16.223 0.000
H -17.865 1.201 14.698 0.000
H -19.330 1.827 14.013 0.000
H -17.025 2.501 12.576 0.000
H -18.692 3.133 12.255 0.000
H -18.050 5.436 12.699 0.000
H -17.261 4.782 11.353 0.000
H -16.370 4.892 12.917 0.000
O -13.814 -0.832 9.924 0.001
C -14.677 -0.314 10.643 -0.001
O -15.419 0.733 10.302 0.005
C -15.339 1.222 8.994 0.002
C -16.080 2.616 9.102 -0.003
C -14.856 -0.674 12.120 0.000
H -15.820 0.613 8.229 0.001
H -14.289 1.291 8.712 0.013
H -17.099 2.483 9.465 0.001
H -16.084 3.116 8.134 0.000
H -15.767 3.290 9.900 0.001
H -13.971 -1.273 12.333 0.000
H -15.781 -1.252 12.142 0.000
H -14.985 0.213 12.740 0.000
O -9.873 3.349 15.374 0.014
C -10.288 3.847 16.412 -0.007
O -10.546 5.156 16.512 0.006
C -10.171 6.018 15.446 -0.003
C -10.552 7.472 15.855 0.000
C -10.435 3.083 17.696 0.000
H -10.728 5.779 14.540 0.003
H -9.138 6.122 15.113 0.001
H -10.445 8.139 14.999 0.000
H -9.769 7.822 16.529 0.000
H -11.596 7.500 16.164 0.000
H -11.080 2.216 17.556 0.000
H -10.883 3.678 18.492 0.000
H -9.461 2.747 18.051 0.000
O -10.702 0.836 14.829 0.002
C -11.377 0.117 15.513 -0.008
O -11.049 -0.768 16.464 0.003
C -9.744 -1.262 16.530 0.002
C -9.796 -2.417 17.519 0.000
C -12.893 -0.039 15.396 -0.004
H -9.104 -0.475 16.928 0.000
H -9.403 -1.565 15.540 -0.001
H -10.277 -3.307 17.113 0.000
H -10.223 -2.196 18.497 0.000
H -8.759 -2.708 17.685 0.000
H -13.376 0.857 15.006 0.002
H -13.448 -0.526 16.198 0.000
H -13.097 -0.648 14.515 0.000
```

Calculated values
* 2S+1: 6
* charge: +1
* E: -5007.2269 Ha
* expectation value of S²: 8.7682

Question: Look up the 2S+1 of the first one.
Answer: 1

Question: The highest E belongs to which entry?
Answer: C27H47BCrF3NO23S2

Question: 2S+1 of number 2 (C27H47BCrF3NO23S2)?
Answer: 6